# 1
{
  "formula": "C39H47N6O4RhSTe",
  "method": "ωB97M-V/def2-TZVPD",
  "total_energy_ha": -2920.2919,
  "charge": -1,
  "multiplicity": 6,
  "s_squared": 8.80,
  "species": ["Rh", "N", "C", "C", "C", "C", "C", "C", "S", "O", "O", "N", "C", "N", "C", "C", "C", "N", "H", "H", "H", "H", "H", "H", "H", "H", "H", "C", "C", "C", "C", "N", "H", "H", "H", "H", "H", "H", "H", "H", "H", "C", "C", "C", "C", "C", "C", "Te", "N", "C", "O", "C", "C", "C", "C", "C", "C", "C", "C", "C", "C", "C", "C", "C", "C", "C", "C", "C", "C", "H", "H", "H", "H", "H", "H", "H", "H", "H", "H", "H", "H", "H", "H", "H", "H", "H", "H", "H", "H", "H", "H", "H", "H", "H", "H", "H", "O", "H", "H"],
  "coordinates": [[0.662859, 0.990679, -0.986994], [3.637515, 9.746852, 1.063148], [3.285128, 8.468972, 0.895448], [2.055455, 7.977384, 1.385247], [1.813452, 6.629391, 1.444454], [2.759758, 5.712546, 0.853133], [3.985702, 6.204497, 0.285883], [4.209446, 7.580388, 0.243931], [1.718277, 3.815442, -0.747000], [2.479316, 4.427316, 0.812872], [2.362692, 4.579308, -1.819478], [2.300460, 2.287996, -0.574866], [3.587929, 1.944953, -0.945308], [3.822832, 0.898569, -1.781155], [5.071738, 0.608887, -2.092469], [6.172517, 1.407772, -1.705230], [5.851501, 2.472759, -0.873908], [4.580344, 2.761429, -0.516961], [3.064941, 10.384198, 1.601428], [4.540624, 10.045682, 0.788131], [1.392982, 8.691571, 1.866330], [0.840099, 6.253187, 1.792918], [4.664978, 5.429181, -0.169668], [5.166363, 7.999920, -0.123419], [5.131037, -0.272100, -2.757987], [7.178551, 1.189113, -2.008680], [6.542789, 3.234297, -0.621556], [-0.343219, 0.130259, 3.131826], [0.295711, 0.950219, 2.007798], [-0.453847, 2.326353, 1.964385], [1.826468, 0.988364, 2.256781], [0.111792, 0.193348, 0.755556], [-0.106766, 0.491402, 4.106412], [-0.104990, -0.952733, 3.095039], [-1.449774, 0.152157, 3.033609], [-0.942410, 2.502801, 2.950555], [-1.287218, 2.322845, 1.219453], [0.260321, 3.167303, 1.830489], [1.974701, 1.248599, 3.303476], [2.375406, 1.704169, 1.623970], [2.225413, -0.010989, 2.154708], [-4.894568, -3.207211, 5.241909], [-4.145451, -2.901002, 3.960133], [-4.544462, -1.938973, 3.039341], [-3.663417, -1.484400, 2.028876], [-4.106500, -0.268836, 1.213564], [-2.440808, -2.115200, 1.843290], [-1.170459, -1.182649, 0.121108], [-0.852138, 0.038629, -1.702067], [-1.191029, -0.186608, -3.012590], [-0.457783, 0.087230, -4.006974], [-2.550965, -0.700900, -3.383793], [-3.770077, -0.316703, -2.736629], [-4.970636, -0.843228, -3.185936], [-5.028774, -1.557741, -4.362839], [-3.852539, -1.852464, -5.079147], [-2.645567, -1.492770, -4.520493], [-0.245201, -2.901932, -0.811215], [-1.063818, -3.872840, -1.391164], [-2.589993, -3.886169, -1.443976], [-0.500777, -5.015327, -1.944834], [0.874386, -5.325753, -1.872333], [1.431257, -6.646765, -2.397790], [1.663631, -4.318745, -1.267886], [1.156016, -3.125224, -0.776158], [2.169397, -2.154097, -0.183165], [-2.073259, -3.209043, 2.672846], [-0.749223, -3.977676, 2.561434], [-2.996226, -3.659369, 3.636533], [-5.833999, -2.634429, 5.361230], [-4.314610, -2.945831, 6.138042], [-5.104864, -4.282698, 5.290730], [-5.498821, -1.404911, 3.120836], [-5.093500, 0.023577, 1.582506], [-4.131408, -0.489242, 0.147518], [-3.432457, 0.605064, 1.333942], [-3.778773, 0.424864, -1.924834], [-5.895196, -0.549759, -2.643281], [-6.015790, -1.781243, -4.803421], [-3.960966, -2.359319, -6.024531], [-1.718673, -1.755979, -5.075620], [-2.972618, -3.101133, -2.158755], [-3.022963, -3.580930, -0.468375], [-2.929589, -4.873676, -1.759509], [-1.151410, -5.695348, -2.447652], [0.888025, -7.491001, -1.995360], [2.468598, -6.728210, -2.109258], [1.399798, -6.650734, -3.470298], [2.727506, -4.475906, -1.155755], [3.174005, -2.586685, -0.340373], [1.962507, -1.953418, 0.835661], [2.162932, -1.193454, -0.723311], [-0.039426, -3.519118, 1.850667], [-0.928293, -5.006008, 2.242503], [-0.271279, -3.986406, 3.537559], [-2.762925, -4.509904, 4.268398], [1.244372, 1.631345, -3.008331], [0.650181, 1.029786, -3.572215], [2.127750, 1.172183, -3.011058]],
  "forces_ev_per_angstrom": [[-0.051, 1.396, -0.637], [-0.364, 2.340, 0.410], [0.153, -2.951, -0.814], [1.087, 0.742, 0.399], [0.646, -1.466, -1.467], [0.300, 2.921, 0.215], [-1.094, -0.717, -0.136], [-0.345, 0.301, 1.134], [1.447, 0.047, 0.479], [-0.852, -2.048, -0.761], [-0.244, -0.495, 0.837], [0.119, -0.301, -0.491], [1.264, 1.296, -0.163], [-0.988, 0.223, 0.948], [0.486, 0.196, -0.401], [-1.110, -0.704, 0.333], [-2.185, -0.185, -0.989], [0.669, -0.719, -0.129], [0.304, -0.301, -0.265], [0.456, 0.274, -0.094], [-0.125, -0.070, -0.095], [0.633, 0.032, -0.040], [-0.795, 1.077, 0.538], [-0.670, -0.318, 0.121], [0.476, 0.559, 0.388], [0.194, -0.071, -0.087], [0.887, 0.393, 0.497], [-1.175, -1.140, -0.636], [-0.232, -0.875, -0.033], [0.241, 0.186, 0.587], [-0.483, 0.916, 0.425], [1.673, 2.912, -1.194], [0.321, 0.486, 0.748], [0.246, 0.580, -0.074], [0.494, 0.088, 0.065], [0.346, -0.080, -0.514], [0.893, 0.032, 0.350], [-0.537, -0.441, -0.339], [0.176, 0.304, 0.171], [-0.366, -0.398, 0.269], [0.076, -0.286, -0.275], [-0.409, 0.070, -0.037], [0.040, -0.736, -0.632], [0.580, 0.963, 0.144], [-0.614, 0.003, 0.231], [0.271, -0.169, 0.422], [-0.269, -1.275, 0.411], [-1.212, -2.308, 0.181], [1.198, -0.394, 1.459], [-3.930, -0.965, -1.618], [1.812, 0.002, 0.008], [1.178, 1.501, 2.000], [0.394, -0.402, 0.439], [-0.351, 1.183, 0.848], [-1.043, -0.505, -1.074], [-0.558, 0.200, 1.093], [0.746, -0.722, -2.307], [0.195, -0.202, -0.132], [-0.703, -0.555, -0.136], [-0.042, 1.886, -0.042], [1.800, -0.414, 0.069], [-0.772, 1.153, 0.427], [-0.065, 1.254, 0.673], [-0.271, -1.049, -0.500], [-0.435, 0.368, 0.185], [0.069, -0.392, -1.758], [-0.555, -0.348, -0.382], [-0.290, 0.687, -0.446], [0.280, 1.463, 0.324], [0.329, -0.363, -0.392], [0.162, -0.109, -0.334], [-0.123, 0.193, 0.136], [0.296, -0.231, 0.332], [0.061, 0.114, -0.333], [-0.207, -0.022, -0.099], [-0.228, -0.476, 0.093], [0.189, -0.502, -0.255], [0.590, -0.283, -0.530], [0.585, -0.100, 0.315], [0.349, -0.182, -0.126], [-0.658, 0.314, 0.591], [0.364, -0.808, 0.449], [0.163, -0.502, -0.394], [-0.158, 0.228, 0.187], [-0.389, -0.534, -0.185], [-0.180, -0.200, -0.005], [0.357, -0.143, 0.128], [-0.150, -0.175, -0.628], [0.178, -0.111, -0.087], [-0.384, 0.273, 0.382], [-0.049, 0.224, 1.105], [-0.020, -0.205, 0.177], [-0.429, -0.140, 0.231], [0.043, 0.003, 0.007], [0.086, -0.134, 0.134], [0.217, -0.019, 0.042], [1.212, -0.707, 0.057], [-0.402, -0.151, -0.088], [-0.815, 0.718, -0.041]],
  "mulliken_spin": [1.8042, 0.0013, 0.0049, -0.0024, 0.0035, -0.0039, 0.0025, -0.0029, 0.0039, 0.0093, 0.0041, -0.0220, -0.0125, 0.0009, 0.0006, 0.0004, 0.0001, 0.0004, -0.0001, -0.0001, -0.0002, 0.0003, 0.0008, -0.0002, -0.0002, 0.0000, 0.0000, 0.0150, 0.0495, 0.0528, 0.0303, 0.2628, -0.0041, -0.0016, -0.0008, -0.0040, 0.0095, -0.0182, -0.0030, -0.0055, 0.0044, 0.0026, -0.0035, 0.0133, -0.1640, 0.0610, 0.6037, 0.5120, 0.7266, 0.1898, 0.2585, 0.0974, 0.1813, -0.1293, 0.2205, -0.0834, 0.1524, 0.3024, -0.0707, 0.1598, 0.0095, 0.0088, -0.0011, -0.0018, -0.1745, 0.0250, -0.1072, 0.0335, 0.0089, 0.0004, 0.0004, -0.0006, 0.0005, 0.0018, -0.0011, -0.0093, 0.0223, -0.0069, 0.0283, -0.0018, 0.0211, -0.0545, -0.0299, 0.0022, 0.0002, 0.0010, -0.0002, 0.0007, 0.0007, 0.0005, -0.0082, 0.0296, 0.0018, 0.0009, 0.0035, 0.0041, 0.0010, -0.0178, -0.0023]
}


# 2
{
  "formula": "C39H47N6S2Ta",
  "method": "ωB97M-V/def2-TZVPD",
  "charge": 2,
  "multiplicity": 1,
  "relative_energy_kj_mol": 91.5,
  "species": ["Ta", "C", "N", "C", "C", "N", "C", "C", "C", "C", "C", "C", "C", "S", "C", "C", "C", "C", "C", "C", "S", "H", "H", "H", "H", "H", "H", "H", "H", "H", "H", "H", "H", "H", "H", "H", "H", "H", "H", "N", "C", "C", "C", "C", "C", "C", "C", "H", "H", "H", "H", "H", "C", "N", "C", "C", "N", "C", "H", "H", "H", "H", "H", "H", "C", "C", "C", "C", "C", "C", "C", "C", "N", "C", "C", "C", "C", "H", "H", "H", "H", "H", "H", "H", "H", "H", "H", "H", "H", "H", "H", "H", "H", "H", "H"],
  "coordinates": [[-0.070438, -0.344802, 0.264885], [0.412596, -3.491304, 0.686080], [1.000026, -2.421562, -0.177104], [0.718926, -2.734945, -1.625666], [0.819671, -1.526346, -2.536135], [-0.164501, -0.463048, -2.156445], [-1.500181, -0.754756, -2.765552], [0.225617, 0.839353, -2.708839], [0.749051, 0.952159, -3.988156], [1.009775, 2.206889, -4.517448], [0.727564, 3.349412, -3.782126], [0.202342, 3.239440, -2.507145], [-0.043419, 1.980331, -1.967827], [-0.569647, 1.862147, -0.286583], [2.463071, -2.402444, 0.005057], [3.196981, -3.575246, 0.132675], [4.574610, -3.504385, 0.264373], [5.216420, -2.271898, 0.254256], [4.484872, -1.108015, 0.111835], [3.099329, -1.174659, -0.010825], [2.158915, 0.299791, -0.169210], [0.687640, -4.478540, 0.316373], [-0.667449, -3.419779, 0.702297], [0.791490, -3.368475, 1.696713], [-0.272609, -3.171765, -1.685196], [1.423098, -3.499152, -1.960232], [0.633600, -1.867202, -3.557852], [1.816851, -1.092807, -2.496954], [-1.440228, -0.613636, -3.845119], [-2.247332, -0.084950, -2.343017], [-1.784257, -1.780290, -2.563079], [0.954109, 0.073093, -4.584425], [1.428108, 2.288970, -5.511127], [0.925557, 4.327456, -4.198283], [-0.000913, 4.122266, -1.915333], [2.718193, -4.544319, 0.131449], [5.146562, -4.415761, 0.371037], [6.292105, -2.220360, 0.355461], [4.974542, -0.143008, 0.106473], [-4.010642, 0.974469, -0.917690], [-4.779682, 1.831490, -0.952432], [-5.740279, 2.898555, -0.996331], [-6.016299, 3.517344, -2.214787], [-6.946460, 4.542023, -2.251807], [-7.589396, 4.939697, -1.087195], [-7.309582, 4.319862, 0.123726], [-6.381810, 3.294149, 0.176782], [-5.511091, 3.195783, -3.115102], [-7.171174, 5.029500, -3.190268], [-8.315916, 5.740275, -1.123407], [-7.814452, 4.636648, 1.025761], [-6.152443, 2.808314, 1.115947], [-5.635049, -1.513555, 1.091862], [-4.285579, -1.782696, 0.600695], [-3.913612, -2.760879, -0.286872], [-2.587157, -2.603785, -0.482056], [-2.111460, -1.535330, 0.282059], [-3.202314, -1.081302, 0.902321], [-6.332034, -2.130456, 0.533216], [-5.871895, -0.465872, 0.921678], [-5.704743, -1.755301, 2.149766], [-4.612412, -3.472789, -0.689596], [-1.955340, -3.236487, -1.070163], [-3.246748, -0.248241, 1.572755], [3.888712, 2.889987, 3.493840], [3.242915, 1.538465, 3.373863], [3.941095, 0.386657, 3.748588], [3.386307, -0.878545, 3.635777], [4.151782, -2.100637, 4.060621], [2.092488, -0.990666, 3.123434], [1.397177, 0.141160, 2.742055], [1.958472, 1.404697, 2.871802], [0.045946, -0.006438, 2.210853], [-1.000919, 0.225578, 3.306179], [-0.409953, 0.750000, 4.620945], [-1.980215, 1.305965, 2.835458], [-1.631234, -1.129462, 3.653849], [4.419008, 2.987388, 4.440649], [3.153568, 3.690683, 3.429481], [4.618135, 3.040147, 2.695527], [4.945991, 0.488277, 4.144355], [5.171857, -2.075452, 3.677184], [3.675182, -3.013157, 3.702341], [4.214594, -2.159596, 5.148470], [1.628185, -1.965673, 3.035226], [1.404386, 2.277804, 2.546591], [0.065242, 1.721410, 4.512259], [0.306462, 0.059391, 5.061767], [-1.241892, 0.862676, 5.318200], [-1.514550, 2.289198, 2.918331], [-2.865816, 1.311618, 3.473915], [-2.290451, 1.217564, 1.796846], [-0.897642, -1.743198, 4.179304], [-1.956563, -1.693619, 2.786582], [-2.479870, -0.988212, 4.324678]],
  "forces_ev_per_angstrom": [[0.459, 0.018, 0.663], [0.062, -0.004, -0.017], [-0.204, 0.043, -0.093], [0.019, 0.048, 0.029], [-0.092, -0.040, 0.056], [0.030, -0.113, -0.015], [0.053, -0.049, -0.011], [-0.039, -0.069, -0.069], [-0.023, 0.010, 0.067], [0.001, 0.039, -0.003], [0.027, 0.006, -0.069], [-0.035, -0.041, 0.105], [0.023, 0.063, -0.074], [-0.089, -0.032, 0.047], [-0.028, 0.080, -0.023], [0.003, 0.080, -0.010], [0.016, 0.015, 0.001], [0.046, -0.065, 0.007], [-0.080, 0.053, -0.003], [0.077, -0.057, 0.021], [-0.033, 0.054, -0.274], [-0.021, -0.003, 0.006], [0.001, 0.015, 0.004], [0.009, -0.037, -0.010], [-0.017, 0.003, -0.016], [-0.004, -0.007, 0.006], [0.013, 0.026, -0.007], [0.012, -0.016, 0.010], [-0.019, 0.005, -0.001], [-0.001, -0.005, 0.003], [-0.021, 0.006, -0.030], [-0.003, -0.002, 0.000], [-0.001, 0.007, 0.000], [0.002, -0.003, -0.003], [0.001, 0.000, -0.002], [0.018, -0.005, 0.002], [0.003, 0.003, 0.001], [-0.004, -0.005, 0.000], [-0.002, 0.001, -0.001], [-0.049, 0.045, 0.009], [0.022, 0.005, 0.005], [0.073, -0.076, -0.026], [-0.069, 0.045, 0.031], [0.026, -0.024, -0.013], [-0.021, 0.025, -0.001], [0.020, -0.025, 0.009], [-0.036, 0.071, -0.026], [0.006, -0.008, 0.003], [-0.004, 0.004, 0.003], [0.000, -0.001, 0.001], [-0.002, 0.003, -0.002], [0.008, -0.010, -0.008], [0.027, 0.017, -0.024], [0.023, -0.021, -0.017], [0.012, 0.013, -0.009], [0.110, -0.141, 0.229], [0.076, 0.042, -0.395], [-0.027, 0.192, -0.041], [-0.014, 0.001, 0.013], [-0.014, -0.006, 0.010], [-0.015, 0.002, -0.001], [0.009, -0.009, 0.007], [-0.030, -0.001, -0.025], [-0.013, 0.015, -0.016], [0.000, 0.017, 0.007], [0.017, -0.030, 0.004], [0.000, 0.008, -0.004], [-0.014, -0.007, -0.012], [0.008, -0.002, 0.000], [0.037, 0.004, 0.011], [-0.057, -0.156, -0.121], [0.046, -0.042, -0.031], [-0.342, -0.001, 0.070], [0.031, -0.016, 0.123], [0.021, 0.016, 0.011], [-0.019, 0.047, 0.002], [0.044, -0.009, -0.046], [-0.001, 0.000, 0.000], [0.000, -0.001, -0.004], [0.000, -0.004, 0.002], [0.001, 0.004, -0.002], [0.003, 0.000, 0.003], [0.004, 0.001, 0.001], [-0.005, -0.002, -0.003], [-0.012, 0.006, 0.030], [-0.017, 0.006, 0.003], [-0.021, 0.008, 0.002], [0.004, -0.002, -0.002], [-0.002, -0.013, 0.000], [0.036, -0.020, 0.008], [-0.012, 0.000, -0.026], [-0.025, 0.013, -0.048], [0.014, 0.024, 0.004], [-0.019, -0.034, 0.007], [-0.004, 0.005, -0.003]],
  "lowdin_charge": [1.4090, -0.0445, -0.2369, -0.1314, -0.1674, -0.2691, -0.0316, -0.3350, -0.0118, -0.0355, -0.0462, -0.0791, -0.5691, 0.7020, -0.2905, -0.0146, -0.0419, -0.0479, -0.0730, -0.5300, 0.7953, 0.1015, 0.0566, 0.0901, 0.0927, 0.1474, 0.1378, 0.1138, 0.1105, 0.0643, 0.0633, 0.1225, 0.1204, 0.1204, 0.1145, 0.1171, 0.1198, 0.1212, 0.1183, 0.1847, -0.1311, -0.2329, -0.0235, -0.0523, -0.0482, -0.0559, -0.0331, 0.1215, 0.1162, 0.1173, 0.1150, 0.1138, 0.0340, -0.0831, -0.0030, -0.1511, -0.0437, -0.2108, 0.1043, 0.0876, 0.1053, 0.1416, 0.0871, 0.1021, -0.0290, -0.2395, 0.0130, -0.2474, -0.0302, -0.0202, -0.3918, -0.0546, -0.1498, -0.5589, -0.0361, -0.0666, -0.0353, 0.0894, 0.0815, 0.0906, 0.1332, 0.0842, 0.0754, 0.0924, 0.1036, 0.1261, 0.0861, 0.0970, 0.1053, 0.0944, 0.1030, 0.0041, 0.0920, 0.0437, 0.0998]
}


Question: Among the records above, which one has the highest charge?
Answer: C39H47N6S2Ta